Here is a structure of composition C2H3AgFO from OMol25. Energies are from ωB97M-V/def2-TZVPD.

Atoms and positions in Å:
H1 1.23109 0.82900 0.41802
O1 0.67736 -0.15101 0.93598
C1 -0.17431 -0.15307 -0.12023
C2 -0.81419 0.56715 -1.22035
Ag1 0.50111 -0.90471 2.74438
H2 -0.08244 -1.19142 -0.51220
H3 -0.29708 1.19364 0.02555
F1 -1.04153 -0.18958 -2.27115

Output
gap between HOMO and LUMO (alpha / beta)	7.45 / 6.85	eV
strongest force on any atom	9.581	eV/A
total charge	+2
HOMO (alpha / beta)	-0.7714 / -0.7632	Ha
LUMO energy (alpha / beta)	-13.5 / -13.9	eV
relative energy (zero: lowest compared OMol25 entry of this formula, charge and spin)	151.62	kcal/mol
2S+1	2

Here is an isolated molecule of C3H7NO2 from OMol25. Energies are from ωB97M-V/def2-TZVPD.

Atoms and positions in Å:
C1 0.67992 1.67890 1.06102
C2 -0.68342 -0.05300 0.10031
C3 -0.67319 -1.18267 -0.88488
H1 0.21604 1.53971 2.12628
H2 0.28127 2.54551 0.55672
H3 1.68936 1.83915 1.27483
H4 -1.46116 0.79509 -0.24963
H5 -1.15702 -0.56669 1.02304
H6 1.42445 -1.24044 -1.04190
H7 0.39606 -2.53321 -1.82849
N1 0.44956 -1.92082 -0.91553
O1 0.60126 0.50562 0.25032
O2 -1.76312 -1.40716 -1.47209

Output
SMILES	COCC(N)=O
gap between HOMO and LUMO	10.53	eV
strongest force on any atom	5.915	eV/A
HOMO	-0.3592	Ha
LUMO energy	0.8	eV
relative energy (zero: lowest compared OMol25 entry of this formula, charge and spin)	54.66	kcal/mol